Below is a molecular structure, C27H28N8O5Ti at a distorted geometry, with properties calculated with the ωB97M-V functional and the def2-TZVPD basis.

The geometry in ORCA input format:
```
! wB97M-V def2-TZVPD RIJCOSX def2/J DEFGRID3
* xyz 1 2
Ti -0.24 -0.16 -0.21
O -2.64 -3.73 0.44
C -2.19 -2.48 0.40
O -1.30 -2.15 -0.38
C -2.76 -1.46 1.44
C -3.80 -1.58 2.36
C -4.04 -0.43 3.14
C -3.32 0.73 3.00
C -2.29 0.74 2.10
N -2.03 -0.33 1.37
C -1.20 1.82 1.84
O -1.15 2.86 2.43
O -0.33 1.35 0.93
H -2.29 -4.24 -0.33
H -4.33 -2.51 2.52
H -4.83 -0.49 3.87
H -3.60 1.57 3.57
C -2.36 2.60 -3.38
C -2.21 1.53 -2.35
N -1.09 0.95 -2.04
N 0.05 1.49 -2.69
C 1.10 0.82 -2.34
O 1.02 -0.32 -1.63
C 2.47 1.30 -2.71
C 3.46 0.39 -3.01
C 4.71 0.86 -3.43
C 5.00 2.21 -3.44
C 4.01 3.08 -3.01
C 2.73 2.66 -2.70
C -3.49 1.07 -1.66
C -4.44 2.01 -1.28
C -5.65 1.61 -0.76
C -5.87 0.26 -0.63
C -4.83 -0.64 -0.93
N -3.65 -0.23 -1.44
H -1.57 2.58 -4.12
H -3.32 2.50 -3.91
H -2.33 3.56 -2.88
H 3.25 -0.67 -2.98
H 5.46 0.11 -3.75
H 6.00 2.52 -3.72
H 4.27 4.12 -2.98
H 1.98 3.38 -2.43
H -4.17 3.08 -1.36
H -6.40 2.33 -0.43
H -6.79 -0.13 -0.23
H -4.95 -1.69 -0.81
C 1.60 -0.39 2.40
N 2.71 -0.82 3.16
C 2.66 -2.27 3.31
N 2.64 -2.97 2.04
C 1.50 -2.50 1.27
N 1.55 -1.02 1.03
C 2.84 -0.70 0.34
N 3.96 -1.14 1.13
C 3.93 -0.47 2.41
C 3.88 -2.61 1.30
H 1.66 0.69 2.24
H 0.67 -0.67 2.92
H 1.75 -2.50 3.88
H 3.52 -2.60 3.87
H 0.59 -2.71 1.83
H 1.47 -3.05 0.30
H 2.94 0.35 0.18
H 2.81 -1.22 -0.62
H 3.98 0.62 2.30
H 4.75 -0.84 3.02
H 4.71 -2.96 1.91
H 3.85 -3.10 0.31
*
```

The relative energy (zero: lowest compared OMol25 entry of this formula, charge and spin) comes out at 89.7 kJ/mol. As for the HOMO energy (spin up / spin down): -11.29 / -11.30 eV. As for the expectation value of S²: 0.75. For the HOMO-LUMO gap (spin up / spin down), the calculation gives 7.608 / 7.493 eV. The total energy comes out at -2709.34036 hartree.

---

Below is C5H9O5 in the gas phase at a distorted geometry, with properties calculated with the ωB97M-V functional and the def2-TZVPD basis.

The geometry in ORCA input format:
```
! wB97M-V def2-TZVPD RIJCOSX def2/J DEFGRID3
* xyz 0 2
C -1.21 1.28 -0.95
C 0.19 1.26 -0.45
C 1.00 0.36 -1.22
C 0.95 -1.13 -1.70
O 0.06 -2.31 -1.04
O -0.13 -3.59 -1.64
C 0.37 0.94 1.05
O 0.77 -0.38 1.26
O -0.84 0.95 1.81
O -1.23 2.34 2.09
H -1.54 2.31 -1.12
H -1.33 0.73 -1.90
H -1.79 0.79 -0.17
H 1.88 0.85 -1.67
H 0.57 -1.19 -2.73
H 1.99 -1.50 -1.64
H 1.07 1.61 1.58
H 1.58 -0.60 0.77
H -2.06 2.26 2.61
*
```

The relative energy (zero: lowest compared OMol25 entry of this formula, charge and spin) comes out at 953.8 kJ/mol. As for the HOMO energy (spin up / spin down): -7.28 / -7.16 eV. As for the expectation value of S²: 0.77. For the HOMO-LUMO gap (spin up / spin down), the calculation gives 4.547 / 4.355 eV. The total energy comes out at -571.58963 hartree.

---

Below is C3H8OS2 in the gas phase at a distorted geometry, with properties calculated with the ωB97M-V functional and the def2-TZVPD basis.

The geometry in ORCA input format:
```
! wB97M-V def2-TZVPD RIJCOSX def2/J DEFGRID3
* xyz 0 1
O 1.37 1.08 -0.74
C 0.34 0.87 0.19
C 0.33 -0.81 0.50
S 0.84 -1.21 2.17
C -0.91 -1.48 0.03
S -0.83 -1.41 -1.80
H 2.19 0.94 -0.35
H 0.46 1.32 1.26
H -0.65 0.98 -0.17
H 1.22 -1.04 -0.21
H 1.62 -0.11 2.27
H -1.83 -0.90 0.32
H -0.97 -2.51 0.53
H -1.16 -0.17 -1.74
*
```

The relative energy (zero: lowest compared OMol25 entry of this formula, charge and spin) comes out at 161.2 kJ/mol. As for the structure (SMILES): OC[C@@H](S)CS. As for the HOMO energy: -8.99 eV. For the HOMO-LUMO gap, the calculation gives 9.609 eV. The total energy comes out at -990.64921 hartree.

---

Below is C7H16N3O2PS in the gas phase at a distorted geometry, with properties calculated with the ωB97M-V functional and the def2-TZVPD basis.

The geometry in ORCA input format:
```
! wB97M-V def2-TZVPD RIJCOSX def2/J DEFGRID3
* xyz 0 1
C 0.80 1.50 -0.41
N -0.67 1.31 -0.56
C -1.52 2.41 -0.87
C -1.15 0.15 -0.04
N -2.33 -0.27 0.26
C -3.61 0.40 0.33
C -4.65 -0.67 0.58
O -5.83 -0.40 0.58
O -4.10 -1.95 0.71
P -0.22 -1.52 0.21
S -0.33 -2.26 -1.71
N 1.50 -1.90 0.51
C 1.89 -1.83 1.90
C 2.63 -1.44 -0.29
H 1.38 0.98 -1.21
H 1.30 2.50 -0.28
H 1.15 1.18 0.63
H -1.62 3.17 -0.07
H -1.03 2.79 -1.69
H -2.49 1.99 -1.06
H -3.49 1.10 1.19
H -3.89 1.03 -0.51
H -3.19 -1.83 0.45
H -1.34 -3.18 -1.33
H 2.40 -0.88 2.29
H 0.88 -1.84 2.52
H 2.65 -2.52 2.19
H 3.15 -0.55 0.12
H 3.30 -2.24 -0.32
H 2.28 -1.23 -1.24
*
```

The relative energy (zero: lowest compared OMol25 entry of this formula, charge and spin) comes out at 60.3 kJ/mol. As for the structure (SMILES): CN(C)/C(=N\CC(=O)O)P(S)N(C)C. As for the HOMO energy: -8.77 eV. For the HOMO-LUMO gap, the calculation gives 9.076 eV. The total energy comes out at -1330.52167 hartree.

---

Below is 2 unconnected molecules or ions with the total composition C3H6O3S at a distorted geometry, with properties calculated with the ωB97M-V functional and the def2-TZVPD basis.

The geometry in ORCA input format:
```
! wB97M-V def2-TZVPD RIJCOSX def2/J DEFGRID3
* xyz -2 1
O -1.58 0.58 -0.42
C -0.61 0.83 0.43
O -0.72 1.60 1.42
C 0.73 0.18 -0.10
C 1.95 0.51 0.73
S 3.43 -0.41 0.05
H 0.58 -0.92 0.01
H 0.81 0.36 -1.18
H 1.94 0.05 1.73
H 2.12 1.52 0.81
H -2.50 -0.96 -0.69
H -2.95 -1.82 -1.84
O -3.21 -1.53 -0.95
*
```

The relative energy (zero: lowest compared OMol25 entry of this formula, charge and spin) comes out at 68.7 kJ/mol. As for the HOMO energy: 0.61 eV. For the HOMO-LUMO gap, the calculation gives 5.578 eV. The total energy comes out at -741.80918 hartree.

---

Below is a molecular structure, C29H55BeBrF4KN5O11S at a distorted geometry, with properties calculated with the ωB97M-V functional and the def2-TZVPD basis.

The geometry in ORCA input format:
```
! wB97M-V def2-TZVPD RIJCOSX def2/J DEFGRID3
* xyz 0 1
C -1.68 -4.80 4.45
C -0.79 -3.54 4.39
N -1.44 -2.46 3.57
C -0.98 -2.44 2.12
C -1.71 -3.47 1.24
C -0.80 -4.57 0.70
O -0.99 -5.70 1.03
N 0.24 -4.25 -0.21
C 1.46 -3.90 0.46
C 1.80 -4.43 1.69
C 2.97 -4.04 2.34
C 3.79 -3.11 1.74
C 3.48 -2.60 0.49
C 2.31 -2.99 -0.16
N -1.35 -1.22 4.29
C 0.02 -0.71 4.51
C 0.83 -0.03 3.44
O 0.48 -0.80 5.61
C -2.35 -0.23 3.92
C -2.11 0.88 2.96
O -3.41 -0.34 4.45
H -1.46 -5.50 3.65
H -2.74 -4.53 4.39
H -1.52 -5.25 5.42
H -0.68 -3.20 5.40
H 0.18 -3.81 3.99
H -2.43 -2.71 3.57
H -1.15 -1.46 1.68
H 0.09 -2.59 2.12
H -2.16 -2.96 0.40
H -2.51 -3.97 1.79
H -0.05 -3.52 -0.85
H 1.17 -5.16 2.18
H 3.20 -4.45 3.31
H 4.68 -2.80 2.27
H 4.13 -1.89 0.02
H 2.07 -2.59 -1.13
H 1.07 0.97 3.80
H 1.79 -0.55 3.41
H 0.41 -0.03 2.45
H -1.93 1.82 3.47
H -1.35 0.69 2.21
H -3.05 1.02 2.42
O -6.47 -0.28 3.29
H -5.72 -0.30 3.89
C -0.92 2.87 -0.06
C -0.18 1.61 -0.45
O -0.50 0.50 -0.01
N 0.85 1.73 -1.29
C 1.37 2.95 -1.90
H -1.72 2.61 0.63
H -0.25 3.57 0.44
H -1.36 3.34 -0.93
H 1.29 0.86 -1.52
H 1.32 2.87 -2.98
H 2.42 3.08 -1.62
H 0.82 3.83 -1.58
Be 1.93 -2.66 6.20
F -1.13 -7.25 3.02
Br -6.71 -1.12 5.19
K -0.63 -8.40 1.47
C 5.70 5.84 -3.78
C 4.27 5.84 -3.26
C 4.03 6.95 -2.26
O 3.98 4.58 -2.62
H 6.40 5.70 -2.96
H 5.85 5.02 -4.48
H 5.93 6.77 -4.28
H 3.58 5.93 -4.10
H 4.68 6.85 -1.39
H 3.00 6.93 -1.90
H 4.21 7.93 -2.71
H 4.58 4.50 -1.88
C -2.63 -3.63 -3.85
C -1.34 -2.83 -3.79
O -0.17 -3.62 -3.90
C -0.03 -4.37 -5.09
C 0.00 -3.53 -6.35
H -2.63 -4.39 -3.06
H -3.50 -2.99 -3.72
H -2.74 -4.16 -4.79
H -1.28 -2.32 -2.83
H -1.34 -2.04 -4.55
H -0.81 -5.14 -5.15
H 0.92 -4.91 -4.99
H -0.93 -2.98 -6.50
H 0.16 -4.16 -7.23
H 0.81 -2.80 -6.30
C -3.26 0.53 -2.44
O -2.88 0.69 -3.58
N -4.48 0.09 -2.09
C -4.87 -0.07 -0.70
C -5.44 -0.25 -3.13
H -2.62 0.76 -1.57
H -5.13 -1.11 -0.49
H -5.74 0.56 -0.48
H -4.05 0.22 -0.05
H -5.03 -1.03 -3.77
H -5.63 0.63 -3.75
H -6.37 -0.59 -2.69
C 3.62 10.20 2.02
F 2.40 10.45 1.53
F 4.18 11.38 2.32
F 3.46 9.53 3.18
S 4.65 9.25 0.83
O 4.72 10.10 -0.34
O 3.91 8.02 0.63
O 5.91 9.08 1.52
*
```

As for the HOMO energy: -7.04 eV. For the HOMO-LUMO gap, the calculation gives 4.020 eV. The total energy comes out at -6225.46952 hartree.

---

Please write out number 4 again, unchanged.
Below is C7H16N3O2PS in the gas phase at a distorted geometry, with properties calculated with the ωB97M-V functional and the def2-TZVPD basis.

The geometry in ORCA input format:
```
! wB97M-V def2-TZVPD RIJCOSX def2/J DEFGRID3
* xyz 0 1
C 0.80 1.50 -0.41
N -0.67 1.31 -0.56
C -1.52 2.41 -0.87
C -1.15 0.15 -0.04
N -2.33 -0.27 0.26
C -3.61 0.40 0.33
C -4.65 -0.67 0.58
O -5.83 -0.40 0.58
O -4.10 -1.95 0.71
P -0.22 -1.52 0.21
S -0.33 -2.26 -1.71
N 1.50 -1.90 0.51
C 1.89 -1.83 1.90
C 2.63 -1.44 -0.29
H 1.38 0.98 -1.21
H 1.30 2.50 -0.28
H 1.15 1.18 0.63
H -1.62 3.17 -0.07
H -1.03 2.79 -1.69
H -2.49 1.99 -1.06
H -3.49 1.10 1.19
H -3.89 1.03 -0.51
H -3.19 -1.83 0.45
H -1.34 -3.18 -1.33
H 2.40 -0.88 2.29
H 0.88 -1.84 2.52
H 2.65 -2.52 2.19
H 3.15 -0.55 0.12
H 3.30 -2.24 -0.32
H 2.28 -1.23 -1.24
*
```

The relative energy (zero: lowest compared OMol25 entry of this formula, charge and spin) comes out at 60.3 kJ/mol. As for the structure (SMILES): CN(C)/C(=N\CC(=O)O)P(S)N(C)C. As for the HOMO energy: -8.77 eV. For the HOMO-LUMO gap, the calculation gives 9.076 eV. The total energy comes out at -1330.52167 hartree.

---

Question: Which of these has the lowest total energy?
Answer: C29H55BeBrF4KN5O11S